[1]
{
  "formula": "CH5NOS2",
  "method": "ωB97M-V with the def2-TZVPD basis set",
  "spin_multiplicity": 2,
  "e_above_lowest_kj_mol": 99.65,
  "homo_energy_ev": [-13.3, -13.3],
  "total_charge": 1,
  "energy_ha": -967.125966,
  "species": ["S", "S", "H", "H", "C", "N", "O", "H", "H", "H"],
  "coordinates": [[-2.10324, 0.62548, 0.67849], [-0.38056, 1.78112, 0.27874], [-1.27058, -0.40182, 0.64960], [-0.98137, 2.84806, 0.82096], [2.08154, -1.68944, -0.34097], [1.72149, -0.86087, -1.36913], [1.54774, -2.75938, -0.20930], [2.82144, -1.16943, 0.29998], [1.08684, -1.06671, -2.12183], [2.16756, 0.04098, -1.33026]],
  "forces_ev_per_angstrom": [[2.0, 1.6, -0.3], [-2.0, -1.1, 0.7], [0.0, -1.1, -0.2], [0.0, 0.5, -0.2], [-1.3, 0.0, -1.0], [0.6, 1.4, 0.6], [0.6, -0.3, 0.8], [0.0, -0.7, 0.2], [0.1, -0.4, 0.1], [0.0, 0.0, -0.6]],
  "mulliken_charge": [0.19, 0.16, 0.32, 0.32, 0.16, -0.37, -0.52, 0.30, 0.23, 0.21]
}

***

[2]
{
  "formula": "CH5NOSi",
  "method": "ωB97M-V with the def2-TZVPD basis set",
  "smiles": "NC(=O)[SiH3]",
  "e_above_lowest_kj_mol": 125.71,
  "homo_energy_ev": -9.6,
  "energy_ha": -460.514181,
  "species": ["C", "N", "O", "Si", "H", "H", "H", "H", "H"],
  "coordinates": [[0.63562, 0.19478, -0.20963], [1.23313, -0.85568, 0.45317], [1.49223, 0.89892, -1.07570], [-1.19286, 0.53136, -0.24245], [2.25682, -0.97024, 0.19243], [0.70528, -1.42940, 1.20218], [-1.54445, -0.91934, -0.53712], [-1.88241, 0.73080, 1.02134], [-1.70336, 1.81880, -0.80423]],
  "forces_ev_per_angstrom": [[6.7, 2.4, -3.6], [-0.8, 0.2, 0.4], [-4.9, -3.5, 4.5], [-1.0, -0.5, 0.4], [-1.9, 0.0, 0.8], [1.6, 1.3, -1.9], [-0.4, 0.9, -0.6], [0.3, -0.2, 0.9], [0.5, -0.7, -0.8]],
  "mulliken_charge": [0.45, -0.43, -0.62, 0.33, 0.25, 0.25, -0.07, -0.10, -0.06]
}

***

[3]
{
  "formula": "CH5NP2",
  "method": "ωB97M-V with the def2-TZVPD basis set",
  "spin_multiplicity": 3,
  "e_above_lowest_kj_mol": 225.37,
  "homo_energy_ev": [-6.6, -8.6],
  "energy_ha": -778.364092,
  "species": ["C", "N", "P", "P", "H", "H", "H", "H", "H"],
  "coordinates": [[-1.73522, -0.34199, -0.38131], [1.67985, 0.52323, 0.07592], [2.43839, -0.71559, -0.48632], [0.29524, 1.32104, 0.07558], [-1.53834, -0.96243, -1.14771], [-2.57242, 0.49253, -0.50428], [-1.84398, -0.80933, 0.56753], [3.39478, -0.60118, 0.47279], [-0.11831, 1.09371, 1.32782]],
  "forces_ev_per_angstrom": [[-2.9, 4.0, 2.2], [-3.8, 2.4, 0.7], [1.2, -2.4, -1.5], [1.2, 0.6, -2.2], [0.9, -1.7, -2.8], [2.2, -1.7, -0.1], [0.3, -0.3, 0.8], [1.6, -0.3, 0.7], [-0.7, -0.5, 2.2]],
  "mulliken_charge": [-0.98, 0.03, -0.19, 0.07, 0.35, 0.29, 0.37, 0.02, 0.04]
}

***

[4]
{
  "formula": "CH5NS2",
  "method": "ωB97M-V with the def2-TZVPD basis set",
  "smiles": "C=N.SS",
  "e_above_lowest_kj_mol": 77.96,
  "homo_energy_ev": -9.4,
  "energy_ha": -892.182690,
  "species": ["S", "S", "H", "H", "C", "N", "H", "H", "H"],
  "coordinates": [[1.03302, 1.23755, 2.01380], [1.29450, -0.71028, 1.34223], [2.31324, 1.63082, 2.11070], [1.86688, -0.50067, 0.14706], [-2.78818, -0.69175, -2.98650], [-2.43085, -0.54692, -4.18783], [-3.41977, -1.55011, -2.75645], [-2.49622, -0.06387, -2.14354], [-1.75794, 0.21766, -4.29805]],
  "forces_ev_per_angstrom": [[-0.1, -0.1, -0.4], [0.2, 0.1, 0.3], [0.0, -0.2, 0.1], [-0.2, 0.2, -0.1], [0.0, -0.4, -0.1], [0.4, 0.0, 0.0], [-0.2, 0.2, 0.1], [0.1, 0.1, 0.0], [-0.3, 0.1, 0.1]],
  "mulliken_charge": [-0.17, -0.16, 0.17, 0.16, -0.23, -0.47, 0.24, 0.21, 0.24]
}

***

[5]
{
  "formula": "CH5O2PS",
  "method": "ωB97M-V with the def2-TZVPD basis set",
  "e_above_lowest_kj_mol": 251.51,
  "homo_energy_ev": -9.0,
  "energy_ha": -931.069245,
  "species": ["C", "O", "O", "P", "S", "H", "H", "H", "H", "H"],
  "coordinates": [[-1.87616, 0.29068, -0.60308], [-2.34226, 1.22317, 0.12042], [-1.02653, -0.42266, -0.15981], [1.18568, 0.01275, 0.03371], [0.76437, 1.81268, 0.54631], [-2.30007, 0.18954, -1.60662], [-1.67391, 1.48095, 0.77950], [2.63395, -0.14797, -0.04879], [1.08203, -1.29550, 0.88271], [0.83644, -0.46062, -1.09142]],
  "forces_ev_per_angstrom": [[0.0, -0.9, -0.4], [-1.9, 2.8, 0.3], [0.3, -2.2, -0.3], [3.6, -2.0, 4.2], [-0.2, 1.0, 0.5], [-0.2, 0.0, 0.1], [0.3, -0.2, 0.3], [-0.9, 0.4, -0.1], [-0.3, 2.3, -1.0], [-0.7, -1.2, -3.6]],
  "mulliken_charge": [0.25, -0.35, -0.53, 0.24, -0.45, 0.34, 0.29, 0.08, 0.09, 0.04]
}

***

[6]
{
  "formula": "CH5O2Rb",
  "method": "ωB97M-V with the def2-TZVPD basis set",
  "e_above_lowest_kj_mol": 1.96,
  "homo_energy_ev": -6.7,
  "energy_ha": -215.609818,
  "species": ["O", "H", "C", "H", "H", "H", "Rb", "O", "H"],
  "coordinates": [[4.60330, -3.22912, 0.37913], [3.68957, -2.84777, 2.02223], [5.79263, -2.66602, -0.05376], [5.77929, -2.42171, -1.13692], [6.03677, -1.71832, 0.47433], [6.66442, -3.33742, 0.10037], [1.60956, -2.49563, 0.12581], [2.96467, -2.54216, 2.81844], [3.00502, -3.19255, 3.52235]],
  "forces_ev_per_angstrom": [[-1.3, 0.4, 0.5], [-1.3, 0.7, 2.0], [-0.2, 0.0, 0.3], [0.1, 0.0, 0.1], [0.1, -0.1, -0.1], [-0.1, 0.1, 0.0], [1.0, -0.2, 0.3], [1.7, -0.6, -2.9], [0.3, -0.2, -0.1]],
  "mulliken_charge": [-0.88, 0.40, -0.59, 0.18, 0.20, 0.18, 0.95, -0.73, 0.29]
}

***

[7]
{
  "formula": "CH5O2Y",
  "method": "ωB97M-V with the def2-TZVPD basis set",
  "e_above_lowest_kj_mol": 46.40,
  "homo_energy_ev": -6.8,
  "energy_ha": -229.777855,
  "species": ["C", "H", "H", "H", "O", "Y", "H", "O", "H"],
  "coordinates": [[-0.90482, 1.30568, 2.06021], [-1.87437, 1.73817, 1.74700], [-0.17789, 1.29925, 1.22332], [-1.14858, 0.23208, 2.15606], [-0.36376, 2.18918, 3.16146], [1.19251, 3.74914, 3.30244], [-0.10337, 1.05907, 4.38731], [-0.05469, -0.00289, 4.59686], [0.78184, -0.34487, 4.27150]],
  "forces_ev_per_angstrom": [[0.2, 1.4, -0.4], [0.7, 0.1, 0.0], [-0.5, 0.4, 0.3], [0.6, 0.5, 1.5], [0.9, -0.1, -1.3], [-1.9, -1.8, -0.2], [0.3, -3.6, 0.1], [-0.4, 2.7, 0.1], [0.1, 0.3, -0.1]],
  "mulliken_charge": [-0.55, 0.26, 0.24, 0.26, -0.55, 0.38, 0.37, -0.67, 0.28]
}

***

[8]
{
  "formula": "CH5OP",
  "method": "ωB97M-V with the def2-TZVPD basis set",
  "smiles": "C[PH2]=O",
  "e_above_lowest_kj_mol": 55.80,
  "homo_energy_ev": -10.3,
  "energy_ha": -457.659921,
  "species": ["C", "O", "P", "H", "H", "H", "H", "H"],
  "coordinates": [[-0.31933, -0.60528, 0.01633], [2.39091, -0.46455, -0.01967], [1.16644, 0.31785, 0.00331], [-0.35468, -1.32346, 0.92864], [-1.34714, 0.01053, -0.32152], [-0.11121, -1.33449, -0.86174], [0.88026, 1.14473, -1.02126], [1.31610, 1.25936, 1.21664]],
  "forces_ev_per_angstrom": [[-2.7, -1.8, -0.9], [1.3, -1.1, -0.5], [0.4, 1.8, 3.1], [-0.5, 1.6, -1.4], [2.8, -1.7, 1.4], [-0.4, 1.1, 1.2], [0.0, 1.1, -1.2], [-0.9, -1.0, -1.7]],
  "mulliken_charge": [-0.68, -0.59, 0.34, 0.28, 0.29, 0.24, 0.05, 0.07]
}

***

[9]
{
  "formula": "CH5OPS",
  "method": "ωB97M-V with the def2-TZVPD basis set",
  "smiles": "O=P.CS",
  "e_above_lowest_kj_mol": 228.88,
  "homo_energy_ev": -9.2,
  "energy_ha": -855.813282,
  "species": ["C", "O", "P", "S", "H", "H", "H", "H", "H"],
  "coordinates": [[-1.00076, 1.60324, 0.28655], [0.82165, -3.23043, 0.32940], [1.43346, -1.83468, 0.20759], [-0.38793, 0.74194, -1.17711], [-2.05295, 1.60495, 0.26951], [-0.48404, 2.61743, 0.19001], [-0.69468, 1.03215, 1.17025], [-0.20212, -0.57230, -0.60982], [2.56737, -1.96229, -0.66637]],
  "forces_ev_per_angstrom": [[2.1, 0.5, -0.1], [1.2, 2.4, -0.5], [-1.0, -2.4, 1.1], [0.3, -2.0, 0.1], [-1.2, 0.5, -0.1], [-1.1, -1.3, 0.7], [0.2, 0.5, -0.1], [-0.6, 2.0, -0.8], [0.1, -0.2, -0.3]],
  "mulliken_charge": [-0.65, -0.44, 0.41, -0.15, 0.28, 0.23, 0.25, 0.02, 0.05]
}

***

[10]
{
  "formula": "CH5OS",
  "method": "ωB97M-V with the def2-TZVPD basis set",
  "e_above_lowest_kj_mol": 19.23,
  "homo_energy_ev": -2.3,
  "total_charge": -1,
  "energy_ha": -514.549544,
  "species": ["C", "S", "H", "H", "H", "H", "H", "O"],
  "coordinates": [[-1.04775, -0.06978, 0.60757], [-1.02612, 1.15756, -0.77249], [-2.08178, -0.23155, 0.93165], [-0.65403, -1.03090, 0.26779], [-0.47047, 0.28303, 1.45366], [1.89904, 0.65114, -1.16777], [1.32266, -0.48054, -0.36663], [2.05846, -0.27896, -0.95376]],
  "forces_ev_per_angstrom": [[-0.4, 0.3, -0.7], [0.1, 0.0, 0.2], [0.1, -0.1, 0.1], [0.0, -0.1, 0.1], [0.2, 0.0, 0.3], [-0.4, -0.2, 0.0], [-0.2, 0.2, -0.2], [0.6, 0.0, 0.1]],
  "mulliken_charge": [-0.90, -0.74, 0.22, 0.21, 0.24, 0.31, 0.31, -0.65]
}

***

[11]
{
  "formula": "CH5P",
  "method": "ωB97M-V with the def2-TZVPD basis set",
  "e_above_lowest_kj_mol": 285.69,
  "homo_energy_ev": [-8.6, -9.1],
  "energy_ha": -382.304611,
  "species": ["C", "P", "H", "H", "H", "H", "H"],
  "coordinates": [[-1.05232, 0.48946, 0.01387], [1.84494, 0.15078, -0.03362], [-1.23520, -0.36250, -0.61932], [-1.26307, 1.49511, -0.46893], [-1.06136, 0.39329, 1.08609], [1.36469, -0.57769, 1.04517], [1.59052, 1.47901, 0.15351]],
  "forces_ev_per_angstrom": [[0.7, 1.3, -1.3], [-0.6, -1.2, -2.0], [-0.1, -0.2, 0.1], [0.4, -1.4, 0.9], [-0.1, 0.0, 0.0], [-0.2, 0.5, 1.0], [-0.3, 1.0, 1.2]],
  "mulliken_charge": [-1.00, -0.04, 0.33, 0.29, 0.38, 0.02, 0.02]
}

***

[12]
{
  "formula": "CH5PS2",
  "method": "ωB97M-V with the def2-TZVPD basis set",
  "e_above_lowest_kj_mol": 215.39,
  "homo_energy_ev": [-8.5, -8.5],
  "energy_ha": -1178.764811,
  "species": ["C", "P", "S", "S", "H", "H", "H", "H", "H"],
  "coordinates": [[0.71579, 1.27153, 0.07244], [0.23248, -0.22458, -0.98592], [1.00935, -1.76439, 0.14341], [-2.54382, -0.33836, -0.14863], [1.44380, 1.84305, -0.62034], [1.13186, 0.82989, 0.92715], [-0.30335, 1.79136, 0.20548], [0.36464, -2.52383, -0.59281], [-2.05074, -0.88468, 0.99922]],
  "forces_ev_per_angstrom": [[-1.4, 0.3, -3.2], [-2.3, 0.9, 0.5], [1.6, 2.2, 2.1], [2.5, -0.1, -0.1], [-1.1, -0.6, 1.5], [0.7, 0.3, 1.5], [1.9, -0.5, 0.1], [-1.6, -2.6, -2.0], [-0.3, 0.2, -0.4]],
  "mulliken_charge": [-0.83, 0.25, -0.18, -0.44, 0.30, 0.33, 0.28, 0.17, 0.12]
}